The following is a quantum chemistry calculation of a structure of composition C11H12B2F4N4O5RhS4, from OMol25.

```
43
Properties=species:S:1:pos:R:3:forces:R:3:mulliken_spin:R:1
Rh -0.258151 -0.597417 0.717958 -0.042 -0.005 0.093 1.136
C 0.379836 -1.313831 -3.273623 0.162 0.066 -0.058 0.031
C 0.353652 0.070665 -2.634560 0.246 -0.096 0.283 0.137
N -1.328505 -1.086012 -0.877249 -0.432 0.020 0.109 0.562
O -2.505344 -1.643205 -0.792127 0.357 0.212 -0.090 0.171
B -3.507604 -1.000246 0.282070 0.134 -0.125 0.006 0.025
F -3.409978 0.355655 0.065360 0.066 0.294 -0.120 0.006
F -4.695316 -1.571987 0.067313 -0.116 -0.089 -0.060 0.004
O -3.041992 -1.340179 1.636601 0.582 0.142 0.420 0.009
N -1.836325 -0.813690 1.978470 -0.347 -0.134 0.052 -0.028
C -1.660377 -0.445039 3.202320 0.006 -0.037 -0.067 0.000
C -2.720913 -0.493152 4.251472 0.127 0.009 -0.109 0.003
C -0.259386 -0.006943 3.505795 -0.279 -0.032 0.248 -0.007
N 0.495660 0.038725 2.473935 0.135 -0.021 0.103 -0.019
O 1.809395 0.311708 2.660291 -0.140 -0.004 -0.093 0.016
B 2.607942 -0.595668 1.817741 0.371 0.437 -0.386 -0.021
F 3.905009 -0.528829 2.153351 0.004 -0.025 0.054 0.001
F 2.029771 -1.834598 1.729417 -0.183 -0.437 0.015 0.016
O 2.593795 -0.051902 0.293285 -0.820 0.142 -0.321 0.312
N 1.434105 -0.122613 -0.340899 0.758 -0.254 -0.056 0.608
C 1.580723 0.355908 -1.696764 -0.022 0.198 -0.212 -0.064
C 2.923379 -0.003737 -2.364954 -0.289 -0.281 0.295 0.024
C 0.251047 0.270884 4.884509 -0.174 -0.046 -0.164 0.001
H -0.495048 -1.451364 -3.908401 -0.029 -0.011 0.005 0.005
H 0.357066 -2.080610 -2.503760 0.013 -0.043 0.028 -0.013
H 1.279000 -1.441730 -3.876202 -0.020 -0.035 -0.005 -0.002
H -3.686909 -0.707213 3.807114 0.013 0.002 -0.032 0.001
H -2.762485 0.457471 4.783554 0.018 0.014 -0.006 0.000
H -2.492877 -1.271014 4.982805 0.024 -0.019 -0.010 0.000
H 3.745296 0.536566 -1.906220 0.004 0.003 0.060 0.008
H 2.896372 0.219768 -3.432451 -0.049 0.074 0.063 -0.009
H 3.112089 -1.067031 -2.229912 -0.008 -0.083 -0.024 -0.006
H -0.522897 0.138767 5.636222 0.018 0.003 -0.061 0.000
H 0.639664 1.286731 4.940405 -0.003 0.048 -0.018 0.000
H 1.086907 -0.393815 5.102300 0.014 -0.042 -0.029 0.000
O -0.332315 3.537852 -6.408341 -0.053 -0.035 0.103 0.076
C -0.028572 3.001639 -5.404556 0.000 0.069 -0.488 -0.002
S -0.298048 1.208689 -5.138398 -0.195 0.204 -0.375 0.182
C 0.357985 1.211305 -3.610223 0.390 0.367 0.647 0.229
C 0.884539 2.421567 -3.097754 -0.095 -0.774 -0.133 0.076
S 1.609198 2.245410 -1.601066 0.145 0.455 0.454 0.360
S 0.796688 3.835997 -4.041948 -0.113 -0.052 -0.021 0.025
S -1.286074 0.356519 -1.832884 -0.179 -0.077 -0.100 0.148
```
Positions in Å, forces in eV/Å.

Computed properties:
Total charge: +1
Multiplicity: 5
DFT total energy (eV): -86367.32822
ΔE to the lowest compared entry with this formula, charge and spin (eV): 0.000
Frontier orbital gap (spin up / spin down) (eV): 7.969 / 5.594

The following is a quantum chemistry calculation of the ion C11H12BN4O2S with charge +1 at a distorted geometry, from OMol25.

```
31
Properties=species:S:1:pos:R:3:forces:R:3:lowdin_charge:R:1
N 0.029101 5.565206 2.791480 0.914 -1.631 0.177 0.136
N 0.042404 4.151222 2.514469 -0.395 2.834 -0.332 -0.103
C -0.840214 3.181749 2.991541 3.413 -0.426 -2.146 0.005
N -0.492716 2.070957 2.356713 -0.609 0.394 -0.010 0.171
N 0.477664 2.379400 1.465297 0.395 1.910 1.026 -0.101
C 1.243659 1.320483 0.849035 2.353 -0.675 0.458 -0.102
C 0.469746 0.368842 0.024554 -0.651 -0.607 -1.004 -0.227
C -0.805370 0.738418 -0.442085 0.608 -1.097 0.647 -0.049
C -1.531064 -0.199682 -1.111868 -0.772 0.346 -0.620 -0.090
C -1.049669 -1.442651 -1.440895 0.153 -1.108 0.586 -0.466
S -1.903625 -2.764529 -2.196454 2.140 -0.135 0.228 1.111
C -0.394443 -3.683493 -2.005847 -0.259 -4.014 -1.298 -0.366
B -0.222286 -5.144135 -2.686447 -0.743 0.569 0.560 -0.629
O 0.004072 -6.247839 -1.862501 -0.455 1.068 -0.855 0.158
O -0.294563 -5.160614 -4.045763 -0.155 -1.095 -0.350 0.171
C 0.658908 -3.162597 -1.358501 -2.238 1.497 0.092 -0.039
C 0.211980 -1.883049 -1.011408 1.766 4.816 1.583 -0.244
C 1.002274 -0.875362 -0.321238 -1.794 -0.185 -0.556 0.052
C 0.898502 3.687487 1.562113 -1.663 -3.125 2.650 0.075
H -0.509895 6.101604 2.128278 -0.329 -0.318 -0.190 0.113
H -0.293279 5.669636 3.731943 -0.203 0.372 0.470 0.096
H -1.305913 3.274527 3.952932 -0.875 -0.003 -0.189 0.147
H 1.718435 0.756628 1.705285 -0.322 0.616 -0.876 0.163
H 2.070517 1.808415 0.261913 -0.777 -0.289 0.580 0.157
H -1.310794 1.632312 -0.157497 0.003 0.646 0.077 0.095
H -2.520281 0.056954 -1.411692 -0.676 0.139 -0.234 0.109
H -0.300651 -7.112132 -2.168208 0.373 0.225 -0.303 0.113
H -0.644920 -4.431493 -4.579192 0.316 -0.127 0.740 0.114
H 1.597948 -3.495281 -0.995251 0.530 -0.925 -0.331 0.133
H 2.021362 -1.093722 -0.125325 0.804 -0.278 0.533 0.110
H 1.973110 3.932739 1.584618 -0.851 0.608 -1.110 0.188
```
Positions in Å, forces in eV/Å.

Computed properties:
Total charge: +1
DFT total energy (eV): -33162.20986
SMILES string: Nn1cn[n+](Cc2ccc3sc(B(O)O)cc3c2)c1
Frontier orbital gap (eV): 6.316

The following is a quantum chemistry calculation of the molecule C11H12BrN3 at a distorted geometry, from OMol25.

```
27
Properties=species:S:1:pos:R:3:forces:R:3:lowdin_charge:R:1
C -2.326404 -2.193662 1.632075 1.991 -0.439 0.654 -0.048
N -1.012013 -2.645198 1.053904 -1.082 -0.758 0.406 -0.225
C -0.903942 -3.938898 0.358650 -1.065 -0.073 0.558 -0.074
C -0.167995 -1.624084 0.678399 -0.378 -1.095 2.002 -0.381
C 0.913766 -1.270472 1.498084 1.596 -1.078 1.942 -0.102
N 1.476178 -0.149464 1.173899 -0.834 1.330 -1.901 0.117
N 0.707355 0.282015 0.066017 -1.169 -0.382 0.428 -0.076
C 0.870311 1.567907 -0.502436 -0.350 0.913 0.002 -0.217
C 2.147869 2.069129 -0.486378 2.049 1.803 -0.668 -0.032
C 2.380187 3.303315 -1.119026 -3.163 0.076 0.130 -0.041
C 1.313014 4.081854 -1.727108 2.757 -0.732 0.166 -0.093
C 0.054467 3.623318 -1.704260 -0.873 -2.038 0.838 -0.102
C -0.149486 2.411144 -1.010656 -0.484 -1.131 0.030 -0.048
C -0.328513 -0.616952 -0.178391 1.010 1.780 -1.265 -0.576
Br -1.565430 -0.535555 -1.610323 0.449 -0.069 0.528 0.825
H -2.210625 -1.496740 2.511880 0.327 -0.779 -0.863 0.104
H -2.867928 -1.670232 0.894576 -1.055 0.573 -0.919 0.031
H -2.860181 -3.064388 1.979270 -0.258 -0.247 0.011 0.074
H -0.190604 -3.897259 -0.483473 -0.260 0.135 0.496 0.084
H -1.924519 -4.134389 -0.077338 1.013 -0.466 0.342 0.087
H -0.571615 -4.747412 1.089790 -0.594 0.750 -1.055 0.091
H 1.335705 -1.855314 2.394591 -0.887 0.938 -1.651 0.149
H 3.036347 1.609456 0.014354 -1.259 0.042 -0.553 0.126
H 3.316108 3.715109 -0.979839 1.905 0.867 -0.229 0.067
H 1.432080 4.974895 -2.306353 0.913 0.485 0.072 0.093
H -0.741886 4.122318 -2.258778 0.045 -0.163 0.549 0.114
H -1.162249 2.079562 -0.901132 -0.344 -0.242 -0.048 0.054
```
Positions in Å, forces in eV/Å.

Computed properties:
DFT total energy (eV): -86111.98964
SMILES string: CN(C)c1cnn(-c2ccccc2)c1Br
ΔE to the lowest compared entry with this formula, charge and spin (eV): 0.000
Frontier orbital gap (eV): 8.846

The following is a quantum chemistry calculation of a structure of composition C11H12BrN3O2S at a distorted geometry, from OMol25.

```
30
Properties=species:S:1:pos:R:3:forces:R:3:lowdin_charge:R:1
N -3.231169 0.455215 -0.976415 0.375 0.026 -0.251 0.017
C -2.095865 0.354114 -1.917884 -0.004 0.445 0.601 -0.255
C -1.049303 -0.580378 -1.321325 -0.089 0.450 -0.174 -0.181
C -0.377545 -0.222624 -0.049394 -1.051 0.539 -1.380 -0.151
C -0.759092 1.113213 0.568395 0.316 -0.281 1.256 -0.139
C 0.313132 1.772688 1.484006 0.158 0.197 -0.628 -0.160
C 1.776291 1.776752 0.922867 0.013 0.068 0.533 -0.093
C 2.735019 1.516478 2.091523 0.695 1.133 0.426 -0.483
O 3.393317 2.413323 2.559610 -0.384 -0.723 -0.519 0.118
O 2.863607 0.255012 2.658488 -0.358 0.285 -0.441 0.058
C 0.516572 -1.073537 0.479694 0.328 -0.257 0.521 0.020
C 0.850374 -2.299051 -0.184415 -0.440 1.035 0.493 -0.363
N 1.744237 -3.159675 0.287131 -0.356 -0.828 -1.350 -0.201
S 1.757525 -4.344424 -0.846789 -0.007 0.103 0.192 1.003
N 0.658665 -3.804600 -1.907459 0.254 0.028 0.339 -0.236
C 0.219698 -2.645302 -1.429183 0.485 0.113 0.732 -0.412
C -0.742444 -1.731244 -1.959040 -0.144 -0.730 -0.714 -0.519
Br -1.574891 -2.274575 -3.616339 0.329 0.072 0.541 0.769
H -3.683233 1.356707 -1.067944 -0.210 -0.232 -0.062 0.073
H -3.888852 -0.294118 -1.153967 -0.103 0.191 0.040 0.075
H -2.411097 0.054372 -2.922793 0.268 -0.086 0.293 0.051
H -1.656996 1.359690 -2.022872 -0.094 -0.328 0.011 0.115
H -1.083442 1.856656 -0.165595 0.183 -0.365 -0.020 0.101
H -1.636665 0.918653 1.207529 0.120 0.202 -0.362 0.124
H 0.021882 2.829849 1.580421 0.034 -0.374 0.188 0.116
H 0.306794 1.376674 2.511775 -0.160 -0.138 -0.384 0.111
H 2.025764 2.784351 0.567131 -0.025 -0.308 0.151 0.119
H 1.935653 1.100425 0.074932 -0.115 -0.151 0.445 0.117
H 2.060045 -0.007982 3.124852 -0.008 -0.015 -0.180 0.099
H 1.012019 -0.856658 1.423062 -0.009 -0.068 -0.296 0.109
```
Positions in Å, forces in eV/Å.

Computed properties:
DFT total energy (eV): -101044.25225
Frontier orbital gap (eV): 8.436

The following is a quantum chemistry calculation of a structure of composition C11H12F15NaO21S5 at a distorted geometry, from OMol25.

```
65
Properties=species:S:1:pos:R:3:forces:R:3:lowdin_charge:R:1
Na 6.721520 -9.071860 19.384410 -0.181 -0.260 0.366 0.957
C 12.763960 -13.488390 19.545550 -1.607 -1.780 -0.197 -0.630
F 13.660340 -14.092060 20.354570 -0.005 0.873 -0.326 0.093
F 12.728420 -12.174390 19.722480 0.820 -0.091 -0.086 0.123
F 13.121660 -13.794480 18.264090 0.489 0.887 0.610 0.058
S 11.028620 -14.244080 19.798220 -2.721 -2.235 0.999 0.483
O 10.070150 -13.153560 19.875590 1.041 0.597 -0.540 -0.362
O 10.848570 -15.083140 18.595800 0.880 0.836 0.909 -0.389
O 11.028870 -15.014210 21.062580 1.223 0.879 -1.623 -0.369
C 1.327950 -13.617580 16.209770 2.853 0.836 2.424 -0.713
F 0.459150 -12.669840 16.617590 -0.371 -0.703 -0.589 0.105
F 0.887630 -14.839060 16.392570 -1.340 -0.837 0.492 0.132
F 1.591220 -13.512330 14.938520 -0.280 0.744 -1.904 0.133
S 2.965660 -13.393150 17.182410 2.397 -0.756 2.554 0.446
O 2.713390 -13.587210 18.610680 -1.376 0.079 -1.085 -0.353
O 3.889120 -14.426770 16.714110 -1.198 0.217 -1.101 -0.367
O 3.421010 -12.045700 16.904000 -0.720 0.488 -1.004 -0.373
C 3.893190 -2.285180 21.094260 2.739 -1.995 -0.530 -0.701
F 3.899930 -1.832140 19.816520 -0.664 0.253 0.324 0.083
F 3.616130 -1.333790 21.934290 -0.856 1.393 0.499 0.144
F 2.996970 -3.261320 21.207770 -0.490 0.175 -0.187 0.126
S 5.633740 -2.950180 21.476340 1.584 -0.437 1.728 0.478
O 5.642220 -3.238500 22.916710 -0.918 0.011 -1.189 -0.362
O 5.769540 -4.139730 20.625650 -0.322 1.304 0.153 -0.373
O 6.533740 -1.813910 21.222300 -1.001 -0.577 -0.967 -0.386
C 0.194010 -9.713340 23.611720 4.026 -0.043 -0.056 -0.757
F -0.005880 -10.797950 22.892450 -0.300 -0.995 -0.549 0.134
F -0.137210 -8.679240 22.885880 -0.604 1.435 -1.008 0.134
F -0.553490 -9.743990 24.657140 -1.875 -0.227 2.112 0.149
S 2.056390 -9.566800 24.180970 3.490 -0.675 -0.212 0.482
O 2.093220 -8.574130 25.242570 -1.264 0.519 -0.510 -0.371
O 2.471250 -10.868910 24.721320 -1.519 0.262 -0.785 -0.376
O 2.859080 -9.201390 22.982340 -2.111 -0.246 1.038 -0.386
C 10.753720 -8.880050 24.766660 -0.135 -4.634 -0.324 -0.651
F 9.894290 -8.206680 25.475170 -0.421 1.649 -0.063 0.138
F 10.452490 -8.863280 23.425080 -0.170 0.381 1.192 0.072
F 11.990210 -8.434220 24.863770 0.575 1.021 0.352 0.113
S 10.630380 -10.742380 25.543960 -0.430 -1.640 -0.491 0.504
O 11.794450 -11.502670 25.069300 -0.623 1.114 -0.370 -0.392
O 10.729340 -10.573020 27.005680 -0.599 0.840 -1.066 -0.403
O 9.326810 -11.232490 25.017770 1.990 1.362 0.951 -0.375
C 10.839800 -8.856520 13.555310 1.505 -1.496 1.639 -0.073
O 10.102010 -8.170010 12.638610 -0.681 1.361 -1.671 0.012
C 8.886900 -7.837760 12.987690 -4.278 -0.201 1.902 -0.537
O 8.303400 -7.991620 14.090330 2.315 0.490 -3.408 0.089
O 8.271810 -7.353740 11.862780 0.813 -0.386 -0.239 -0.040
C 6.841960 -7.253600 11.731830 0.250 0.295 1.498 -0.037
H 11.817120 -9.079790 13.127390 -0.056 0.289 -0.162 0.097
H 10.374310 -9.825240 13.736970 -0.063 0.080 0.490 0.112
H 10.983540 -8.275640 14.466360 -0.131 -0.250 0.136 0.108
H 6.341910 -8.221660 11.701820 0.308 -0.120 -0.084 0.097
H 6.612540 -6.672650 10.838540 0.355 -0.117 0.075 0.086
H 6.492990 -6.729350 12.621490 -0.347 0.044 -0.124 0.091
C 0.220790 -6.967460 15.123270 -0.708 -0.496 0.832 -0.041
O 0.417200 -7.208420 13.737290 -0.948 0.316 -1.560 -0.013
C -0.598450 -7.041510 12.842050 -2.767 2.543 2.232 -0.540
O -1.674610 -6.392680 13.032140 3.649 -2.276 -0.690 0.051
O -0.245190 -7.658190 11.750140 1.453 -0.750 -1.452 0.008
C -0.907530 -7.570950 10.487340 -1.892 0.747 0.843 -0.032
H -0.607930 -7.582560 15.473960 0.028 -0.130 0.022 0.098
H -0.028600 -5.952930 15.434140 0.275 0.224 -0.617 0.094
H 1.130180 -7.313350 15.614650 -0.085 0.166 -0.152 0.103
H -1.957580 -7.791440 10.679370 -0.087 -0.593 -0.214 0.089
H -0.482630 -8.234160 9.733860 0.291 -0.013 0.628 0.094
H -1.008730 -6.557130 10.100010 0.795 0.250 0.135 0.091
```
Positions in Å, forces in eV/Å.

Computed properties:
Total charge: -4
DFT total energy (eV): -153952.04638
ΔE to the lowest compared entry with this formula, charge and spin (eV): 2.568
Frontier orbital gap (eV): 5.507

The following is a quantum chemistry calculation of a structure of composition C11H12FMnN2O3, from OMol25.

```
30
Properties=species:S:1:pos:R:3:forces:R:3:mulliken_spin:R:1
Mn -0.356846 -0.271424 0.214793 0.034 -0.179 0.076 1.435
N 1.498710 0.123918 -0.515698 0.286 0.022 -0.104 -0.023
C 1.590496 1.542391 -0.964033 -0.195 0.090 -0.117 -0.001
C 0.174263 1.926123 -1.392594 0.315 -0.074 0.036 -0.002
O -0.116523 2.491317 -2.407139 -0.018 0.017 0.000 -0.013
N -0.740514 1.512002 -0.411953 0.147 0.169 -0.075 -0.009
C -1.859276 0.879365 -0.752454 -0.216 -0.027 0.114 -0.206
C -1.796366 -2.016583 -1.547557 -0.891 -0.088 0.058 0.003
O -2.921343 -2.191628 -1.657963 -0.084 -0.128 -0.222 0.000
O -0.653323 -1.827041 -1.399102 0.837 0.119 0.104 0.001
H 1.718812 -0.480374 -1.307511 -0.033 0.008 0.095 0.003
H 2.200332 -0.077813 0.194571 -0.001 0.058 -0.099 0.003
H 1.892457 2.168852 -0.125266 -0.019 -0.032 0.003 0.000
H 2.296959 1.667399 -1.782257 -0.066 0.029 0.027 -0.001
H -2.710482 0.937885 -0.083902 -0.026 -0.042 -0.089 -0.016
H -2.049502 0.655506 -1.804885 -0.018 -0.032 0.050 -0.005
F -5.211978 -1.683444 1.692874 -0.033 -0.040 -0.021 -0.002
C -3.966774 -1.240301 1.832819 0.254 -0.130 -0.030 -0.022
C -2.911628 -2.075399 1.556688 -0.210 0.165 0.041 0.003
C -1.613654 -1.564168 1.718558 -0.001 -0.015 -0.067 -0.030
C -1.391825 -0.252666 2.178149 -0.011 0.209 0.029 0.010
C -0.032918 0.240434 2.088238 0.002 -0.036 0.042 -0.149
C -2.517267 0.567148 2.440984 0.037 -0.096 0.007 -0.006
C -3.784549 0.075796 2.283502 0.008 -0.018 -0.027 0.005
H -3.080864 -3.100324 1.261085 -0.073 -0.027 -0.009 0.002
H -0.768786 -2.256808 1.664338 -0.035 0.025 -0.010 0.004
H 0.742586 -0.436869 2.459679 -0.018 0.105 0.047 0.000
H 0.131016 1.293392 2.290565 0.047 -0.099 0.105 0.014
H -2.360141 1.581727 2.781628 -0.012 0.014 0.010 0.002
H -4.660073 0.674287 2.493644 -0.009 0.032 0.027 0.000
```
Positions in Å, forces in eV/Å.

Computed properties:
Total charge: +1
Multiplicity: 2
DFT total energy (eV): -54754.01597
Frontier orbital gap (spin up / spin down) (eV): 8.333 / 8.430